1.
{
  "formula": "C6H8S",
  "method": "ωB97M-V/def2-TZVPD",
  "species": ["S", "C", "C", "C", "C", "C", "C", "H", "H", "H", "H", "H", "H", "H", "H"],
  "coordinates": [[0.32107, -1.34942, -0.06203], [-1.16256, -0.42996, 0.41344], [1.21248, 0.26718, 0.01868], [-2.39113, 0.20513, -0.06829], [2.52624, 0.36646, -0.01254], [-1.07151, 0.78798, -0.40745], [0.23165, 1.45217, 0.11717], [-1.11423, -0.20963, 1.48257], [3.20654, -0.46983, -0.16938], [-2.89452, 0.59857, 0.81000], [2.97977, 1.35754, 0.10194], [0.13057, 1.78555, 1.11867], [-3.13054, -0.13898, -0.81580], [0.50682, 2.28186, -0.47656], [-0.89261, 0.49190, -1.42507]],
  "forces_ev_per_angstrom": [[-0.22, 0.67, 0.05], [1.19, -1.76, 0.90], [-0.51, -0.49, -0.15], [-2.38, 0.60, 0.42], [0.68, 0.45, -0.07], [1.17, 0.77, -0.29], [-1.39, -1.05, -0.55], [0.33, -0.15, -0.23], [-0.28, 0.10, 0.25], [-0.31, -0.03, -0.16], [-0.10, -0.37, -0.21], [-0.12, 0.25, 1.09], [0.98, 0.27, 0.08], [0.68, 0.79, -0.71], [0.28, -0.05, -0.44]],
  "smiles": "C=C1C[C@@H]2C[C@H]2S1",
  "relative_energy_kj_mol": 295.6,
  "e_tot_ha": -631.4786,
  "multiplicity": 1,
  "largest_force_ha_per_bohr": 0.048,
  "lumo_energy_ev": 0.973
}

---

2.
{
  "formula": "C47H56N12OS2V",
  "method": "ωB97M-V/def2-TZVPD",
  "species": ["V", "S", "S", "O", "N", "N", "N", "N", "N", "N", "N", "N", "N", "N", "N", "N", "C", "C", "C", "C", "C", "C", "C", "C", "C", "C", "C", "C", "C", "C", "C", "C", "C", "C", "C", "C", "C", "C", "C", "C", "C", "C", "C", "C", "C", "C", "C", "C", "C", "C", "C", "C", "C", "C", "C", "C", "C", "C", "C", "C", "C", "C", "C", "H", "H", "H", "H", "H", "H", "H", "H", "H", "H", "H", "H", "H", "H", "H", "H", "H", "H", "H", "H", "H", "H", "H", "H", "H", "H", "H", "H", "H", "H", "H", "H", "H", "H", "H", "H", "H", "H", "H", "H", "H", "H", "H", "H", "H", "H", "H", "H", "H", "H", "H", "H", "H", "H", "H", "H"],
  "coordinates": [[0.29513, -1.09638, -0.99296], [3.52310, -3.97139, 1.08221], [2.45942, 1.80664, 1.60366], [5.68258, 3.85731, -3.18672], [4.36609, 5.27244, -2.02904], [2.53666, -1.44933, 0.78929], [-0.24837, -0.15098, 0.79958], [3.17697, 0.68018, 3.89497], [0.92467, 1.02241, -1.46625], [2.05635, 2.78144, 4.02856], [-1.63826, -0.89648, -1.88423], [2.22552, -1.61248, -0.47659], [3.94809, 2.90831, -2.11888], [-0.73399, -2.78101, -0.25725], [3.84458, -1.79725, 2.58144], [1.07870, -2.03331, -2.77843], [-3.26580, -5.33540, 2.12525], [1.73453, 6.98938, 2.76057], [-2.54333, -1.79192, -1.44995], [-3.21927, -0.15874, -3.51624], [2.58871, 1.75611, 3.30368], [3.74020, 5.67696, -0.81451], [3.10801, 5.32189, 1.47373], [4.54781, -1.95812, -1.28826], [-2.91157, -3.55240, 0.32564], [-3.19562, -4.78108, 3.55617], [0.43696, -2.43215, -3.87687], [-4.72396, -5.33600, 1.66386], [1.53471, 3.89009, 6.10605], [-0.20821, -3.65499, 0.60648], [3.13756, -2.67088, -3.81545], [-0.44779, 0.29166, 1.83554], [2.43795, 7.32428, 0.35688], [2.45877, -3.04986, -4.95410], [-2.75169, -6.78089, 2.11141], [-5.40044, -1.44194, -5.19095], [-5.56368, -1.09794, -3.70366], [-3.81505, -1.88054, -2.00495], [2.58339, 2.70252, -1.91210], [-2.38545, -4.45983, 1.24144], [3.07293, 6.89935, -0.79830], [2.43688, 6.53671, 1.50851], [-6.47186, -2.14260, -3.05620], [2.75190, 1.68293, 6.01853], [2.14171, 2.74143, 5.34896], [1.07274, -2.95051, -4.98663], [-6.22253, 0.28186, -3.56339], [-1.98009, -0.11705, -2.91667], [-0.77576, 2.46360, 2.93850], [-2.06254, -2.74511, -0.41494], [1.58977, 3.67152, -1.98241], [3.06629, -1.91262, -1.43565], [3.32520, -2.31092, 1.45535], [0.28642, 3.30111, -1.69252], [-4.18755, -1.05062, -3.05268], [4.70806, 4.02051, -2.47598], [2.18368, 1.38438, -1.67539], [3.24917, 0.67179, 5.21617], [-0.00592, 1.98463, -1.41930], [-0.52561, 0.96407, 3.12576], [2.42481, -2.18606, -2.71370], [-0.99853, -4.50595, 1.35529], [3.77218, 4.89823, 0.33089], [-4.49955, -2.62424, -1.62893], [0.87637, -3.66322, 0.69790], [-3.97883, -3.46893, 0.19175], [-1.70659, 2.63092, 2.39275], [-0.50818, -5.18499, 2.03846], [-0.64112, -2.32148, -3.86393], [3.73057, -0.19575, 5.66207], [-3.41836, 0.50419, -4.34689], [-5.30052, -6.01703, 2.29077], [-0.85616, 2.94238, 3.91228], [2.33571, 7.71957, 3.30732], [1.81376, 4.69105, -2.23753], [-6.05924, -3.14955, -3.14419], [-7.21922, 0.26218, -4.00732], [-7.44000, -2.13886, -3.55793], [4.25202, -2.43878, 3.23657], [0.77693, 7.46021, 2.53151], [-0.50036, 4.04287, -1.67837], [-4.91556, -2.41167, -5.31643], [-4.81815, -5.67272, 0.62917], [-5.18166, -4.34889, 1.75285], [-6.64604, -1.92806, -1.99988], [-6.32217, 0.56242, -2.51343], [2.92642, 0.59573, -1.64491], [2.22908, 4.27612, 6.85368], [-2.71377, -7.17531, 1.09448], [-5.64665, 1.05758, -4.06883], [4.27090, 3.93824, 0.34964], [0.42535, 0.78542, 3.63172], [4.21025, -2.77465, -3.75081], [-3.57394, -3.75790, 3.59688], [1.55332, 6.14403, 3.42477], [3.63290, -0.83588, 2.86041], [5.03060, -1.47060, -2.14009], [3.04144, 7.50420, -1.69756], [0.63412, 3.56660, 6.63309], [2.83165, 1.65266, 7.09608], [-1.75663, -6.86710, 2.54626], [-1.21574, 0.56597, -3.26474], [4.92087, -2.98140, -1.19667], [-2.17031, -4.77840, 3.92797], [3.10404, 4.66273, 2.33609], [-3.79979, -5.39684, 4.22529], [4.47559, 2.07056, -2.31236], [-1.31669, 0.49183, 3.71219], [-1.00974, 1.67460, -1.16159], [4.83627, -1.43497, -0.37629], [0.06219, 2.90536, 2.38441], [4.93704, 5.96924, -2.48226], [3.00199, -3.43650, -5.80666], [-6.38001, -1.48600, -5.66983], [-4.80554, -0.69436, -5.71628], [1.91973, 8.27691, 0.35752], [0.49805, -3.26524, -5.84556], [1.26922, 4.68728, 5.41481], [-3.42125, -7.41254, 2.69733]],
  "forces_ev_per_angstrom": [[0.21, 0.66, -0.51], [-0.01, -0.02, -0.06], [0.21, 0.18, -0.02], [0.02, -0.01, -0.04], [-0.19, -0.06, -0.06], [0.02, -0.10, -0.01], [-0.58, -0.34, 0.19], [-0.05, 0.25, 0.13], [0.05, -0.12, -0.02], [0.15, 0.11, 0.15], [-0.44, -0.26, -0.05], [0.19, -0.16, 0.20], [-0.04, 0.06, 0.13], [-0.01, -0.20, 0.07], [0.06, -0.18, -0.15], [0.13, -0.03, 0.01], [0.00, 0.01, -0.01], [-0.01, 0.00, 0.01], [0.03, -0.01, -0.06], [0.00, 0.00, -0.01], [0.04, 0.11, -0.20], [-0.06, -0.17, -0.03], [0.03, -0.05, 0.00], [0.00, -0.02, 0.05], [0.03, -0.08, -0.03], [0.00, -0.02, 0.01], [-0.02, 0.13, -0.06], [-0.01, 0.02, 0.01], [0.01, 0.00, 0.00], [0.04, 0.03, 0.01], [-0.01, -0.02, -0.01], [0.61, 0.28, 0.07], [0.03, -0.04, 0.01], [0.01, 0.01, 0.00], [0.00, -0.01, -0.01], [0.00, 0.00, 0.00], [0.00, 0.00, 0.01], [0.02, 0.02, -0.01], [0.01, 0.13, -0.09], [-0.01, 0.01, 0.01], [-0.04, -0.02, 0.02], [0.00, 0.03, 0.01], [0.01, 0.00, 0.01], [0.01, -0.05, 0.00], [0.01, 0.01, -0.01], [-0.01, 0.00, 0.00], [-0.01, 0.00, 0.00], [-0.03, 0.06, 0.07], [0.02, 0.07, -0.20], [-0.10, 0.02, 0.05], [0.13, -0.11, 0.11], [0.06, -0.07, 0.07], [-0.06, -0.02, 0.01], [0.02, 0.06, -0.01], [0.01, 0.01, 0.00], [0.05, 0.04, 0.03], [0.01, -0.03, 0.03], [0.00, 0.01, 0.07], [-0.04, -0.05, -0.01], [-0.30, -0.02, 0.05], [-0.02, -0.03, -0.03], [0.01, 0.02, 0.01], [-0.05, -0.06, -0.02], [0.00, -0.01, 0.00], [0.00, -0.01, 0.02], [0.00, 0.01, 0.00], [-0.02, -0.01, 0.00], [0.00, 0.00, 0.00], [0.00, 0.01, 0.00], [0.00, -0.01, -0.01], [0.00, 0.00, 0.00], [0.00, 0.00, 0.00], [0.06, 0.01, 0.00], [0.01, 0.00, 0.00], [0.13, 0.20, 0.03], [0.00, 0.00, -0.01], [0.00, 0.00, -0.01], [0.00, 0.00, 0.00], [0.02, -0.04, -0.03], [0.01, -0.01, 0.00], [0.00, 0.00, 0.00], [0.00, 0.00, 0.00], [0.00, -0.01, 0.00], [0.00, 0.00, 0.00], [0.00, 0.00, 0.00], [0.00, 0.00, 0.00], [-0.01, -0.01, 0.00], [0.00, 0.00, 0.00], [-0.01, 0.00, 0.00], [0.00, 0.00, 0.01], [0.00, -0.01, -0.06], [-0.07, -0.04, -0.06], [0.00, -0.01, 0.00], [0.00, 0.00, 0.00], [0.00, 0.00, -0.03], [-0.01, 0.04, 0.08], [0.00, -0.01, -0.01], [0.00, 0.00, 0.00], [0.00, 0.00, 0.00], [0.00, -0.01, 0.00], [0.00, 0.01, -0.01], [0.00, 0.00, -0.01], [0.00, 0.00, 0.02], [0.00, 0.00, 0.00], [-0.07, 0.05, -0.04], [0.00, 0.00, 0.00], [0.00, 0.01, -0.03], [0.00, 0.01, 0.02], [0.00, 0.00, 0.02], [0.00, 0.01, 0.00], [-0.20, -0.10, 0.19], [0.03, -0.01, 0.02], [0.00, -0.01, 0.00], [0.00, 0.00, 0.00], [0.00, 0.00, 0.00], [0.00, 0.00, 0.00], [0.00, 0.01, 0.00], [0.00, -0.01, 0.01], [0.00, 0.00, 0.01]],
  "relative_energy_kj_mol": 91.6,
  "e_tot_ha": -4297.4401,
  "multiplicity": 4,
  "largest_force_ha_per_bohr": 0.017,
  "lumo_energy_ev": [-0.665, -0.792]
}